[1]
CH2Cl2FN | ωB97M-V/def2-TZVPD

XYZ file:
```
7
Properties=species:S:1:pos:R:3:forces:R:3:nbo_charge:R:1
C 0.573 -0.029 -0.183 2.33 4.25 3.52 0.237
N -0.804 -0.215 -0.325 -0.45 -0.64 -0.24 -0.475
F 0.925 1.033 -1.005 -0.47 -0.07 0.27 -0.365
Cl -1.389 -1.759 0.176 0.34 0.33 0.10 0.165
Cl -1.635 1.086 0.433 -0.17 -0.22 -0.06 0.179
H 0.947 0.570 1.285 -1.05 -1.77 -3.64 0.038
H 1.383 -0.686 -0.381 -0.53 -1.88 0.04 0.219
```
Forces are in eV/Å.

Results
HOMO-LUMO gap: 9.7 eV
M: 117.94 g mol⁻¹
calculated total energy: -30317.2808 eV
highest occupied orbital energy: -9.9346 eV

***

[2]
C26H16N6O7Pd | ωB97M-V/def2-TZVPD

XYZ file:
```
56
Properties=species:S:1:pos:R:3:forces:R:3:nbo_charge:R:1
Pd -0.149 1.277 -0.817 0.88 0.99 0.25 0.874
O -1.340 2.358 2.927 0.01 0.02 -0.01 -0.631
C -0.701 2.024 1.937 0.10 0.01 0.02 0.602
N -0.902 2.355 0.655 -0.26 -0.01 -0.13 -0.616
C -1.823 3.335 0.225 -0.03 -0.06 0.09 0.187
C -2.451 4.265 1.046 -0.05 0.03 -0.05 -0.245
C -3.286 5.219 0.477 0.01 -0.02 0.03 -0.220
C -3.503 5.242 -0.891 0.00 0.00 -0.02 -0.225
C -2.888 4.313 -1.719 -0.01 0.00 0.04 -0.224
C -2.043 3.361 -1.157 -0.23 0.13 -0.01 0.086
N -1.337 2.384 -1.881 -0.23 -0.43 -0.09 -0.554
C -1.577 2.023 -3.151 0.05 0.11 -0.14 0.605
O -2.380 2.498 -3.942 0.04 -0.01 0.08 -0.624
C -0.648 0.922 -3.605 -0.01 -0.09 -0.06 0.145
C -0.716 0.479 -4.913 0.05 -0.02 0.04 -0.210
C 0.165 -0.504 -5.332 -0.03 0.03 0.02 -0.145
C 1.087 -0.997 -4.426 0.02 0.00 0.04 -0.255
C 1.086 -0.511 -3.129 0.11 0.01 -0.08 0.065
N 0.232 0.426 -2.717 -0.13 0.03 0.06 -0.459
C 0.552 1.200 2.115 0.01 0.05 0.06 0.140
C 0.809 0.617 3.348 0.08 0.03 0.02 -0.224
C 2.032 0.006 3.549 -0.03 0.02 -0.05 -0.155
C 2.954 0.010 2.509 0.00 0.05 0.07 -0.275
C 2.590 0.573 1.302 0.18 0.21 -0.19 0.066
N 1.410 1.159 1.089 -0.33 -0.56 0.02 -0.467
H -2.295 4.234 2.112 0.02 -0.02 0.01 0.246
H -3.772 5.943 1.118 -0.01 0.00 -0.01 0.209
H -4.160 5.984 -1.327 0.00 0.00 0.01 0.209
H -3.057 4.316 -2.783 0.01 -0.01 0.00 0.247
H -1.460 0.928 -5.554 0.00 0.00 -0.01 0.259
H 0.138 -0.873 -6.349 0.00 0.00 0.00 0.224
H 1.808 -1.753 -4.705 0.00 0.00 -0.01 0.226
H 1.792 -0.872 -2.401 -0.01 0.00 0.04 0.224
H 0.052 0.696 4.115 0.00 0.00 0.00 0.255
H 2.276 -0.448 4.501 0.00 -0.01 0.00 0.221
H 3.940 -0.417 2.630 0.01 0.01 0.00 0.220
H 3.273 0.571 0.462 -0.02 -0.04 0.00 0.204
O -3.019 -0.660 -0.453 0.19 0.04 0.19 -0.258
N -2.144 -1.072 0.218 -0.27 -0.11 -0.22 0.725
O -1.816 -0.940 1.343 0.06 0.06 0.06 -0.301
O -1.277 -2.022 -0.606 0.14 -0.07 0.05 -0.234
O -1.716 -4.207 1.121 0.04 0.02 -0.01 -0.497
C -0.636 -3.713 0.990 -0.14 -0.06 0.01 0.665
N -0.348 -2.605 0.163 -0.24 0.11 -0.11 -0.206
C 0.976 -2.166 0.239 -0.05 -0.04 0.01 0.672
O 1.421 -1.196 -0.312 -0.03 -0.32 -0.09 -0.564
C 1.636 -3.158 1.126 -0.03 -0.12 0.10 -0.068
C 2.962 -3.264 1.493 -0.09 0.03 -0.02 -0.183
C 3.300 -4.298 2.360 0.08 0.01 0.01 -0.189
C 2.341 -5.184 2.837 -0.01 -0.05 0.03 -0.184
C 1.007 -5.079 2.454 -0.01 0.06 -0.05 -0.152
C 0.679 -4.055 1.591 0.18 -0.01 0.04 -0.140
H 3.701 -2.570 1.119 0.00 0.00 -0.01 0.235
H 4.330 -4.416 2.672 -0.01 -0.01 0.00 0.225
H 2.640 -5.974 3.513 0.00 0.00 0.00 0.227
H 0.254 -5.768 2.812 -0.01 0.00 0.00 0.240
```
Forces are in eV/Å.

Results
HOMO-LUMO gap: 5.9 eV
M: 630.87 g mol⁻¹
calculated total energy: -53971.2321 eV
highest occupied orbital energy: -7.1888 eV

***

[3]
C2H6NO3 | ωB97M-V/def2-TZVPD

XYZ file:
```
12
Properties=species:S:1:pos:R:3:forces:R:3:nbo_charge:R:1
O -1.936 0.172 0.388 0.48 0.36 0.92 -0.725
C -0.713 0.144 0.142 1.02 0.56 -3.41 0.482
N 0.224 1.083 -0.162 -0.54 0.06 2.31 -0.808
C 2.126 0.950 0.395 1.56 -0.33 -0.06 0.235
O 2.769 2.016 0.528 -1.05 0.14 -0.01 -0.745
H -0.355 -0.791 -0.343 0.24 -0.36 0.72 0.063
H 0.191 1.923 0.415 -0.92 0.40 -0.45 0.336
H 2.365 0.378 -0.517 -0.26 -0.49 0.38 0.101
H 1.865 0.410 1.334 -0.08 -0.17 -0.56 0.094
H -2.387 -2.282 -1.408 0.00 -0.90 -0.09 0.445
H -2.053 -1.517 -0.267 -0.10 -0.66 1.09 0.496
O -2.096 -2.486 -0.505 -0.34 1.41 -0.84 -0.973
```
Forces are in eV/Å.

Results
HOMO-LUMO gap: 8.4 eV
M: 92.07 g mol⁻¹
charge: -1
calculated total energy: -9803.5705 eV
highest occupied orbital energy: -4.4587 eV